Entry 1:
This record from the OMol25 dataset describes the molecule C5H6O2. The level of theory is ωB97M-V/def2-TZVPD.

Orbital gap (alpha / beta), eV: 8.04 / 8.04
HOMO level (alpha / beta), eV: -7.832 / -7.858
E_LUMO (alpha / beta), eV: 0.21 / 0.18
Relative energy (zero: lowest compared OMol25 entry of this formula, charge and spin), kcal/mol: 81.8

Structure (ORCA input):
```
! wB97M-V def2-TZVPD RIJCOSX def2/J DEFGRID3
* xyz 0 1
C -1.21987 0.68285 1.64165
C -0.87159 2.02528 -0.09362
C -0.49804 0.67865 0.34941
C -1.12750 -0.22850 -0.67602
C 1.03043 0.60297 0.61377
O -1.58762 1.54785 2.37291
O -1.45714 2.94909 0.35590
H -0.64954 -1.18543 -0.74156
H -1.28287 0.35559 -1.53524
H -2.19698 -0.47097 -0.41153
H 1.70414 0.85634 -0.24902
H 1.34850 -0.37111 0.93407
H 1.18358 1.26175 1.46611
*
```


Entry 2:
This record from the OMol25 dataset describes a structure of composition C5H6O2. The level of theory is ωB97M-V/def2-TZVPD.

Orbital gap, eV: 9.51
HOMO level, eV: -8.592
E_LUMO, eV: 0.91
Relative energy (zero: lowest compared OMol25 entry of this formula, charge and spin), kcal/mol: 128.4

Structure (ORCA input):
```
! wB97M-V def2-TZVPD RIJCOSX def2/J DEFGRID3
* xyz 0 1
C -1.39857 -0.08665 0.13097
O -0.60819 0.16532 1.29048
C 0.63942 0.60783 0.86166
C 1.34171 -0.39429 -0.09113
O 0.45700 -1.46446 -0.37953
C -0.40352 -0.44677 -0.95871
C 0.75937 0.59329 -1.04732
H -1.99546 0.79891 -0.13212
H -2.05746 -0.92810 0.35594
H 1.25488 1.02082 1.65864
H 2.38736 -0.64839 0.07720
H -0.84959 -0.74310 -1.91227
H 0.47305 1.52557 0.14619
*
```


Entry 3:
This record from the OMol25 dataset describes the molecule C5H6O2. The level of theory is ωB97M-V/def2-TZVPD.

Orbital gap, eV: 9.36
SMILES: C1=COC2(CC2)O1
HOMO level, eV: -8.279
E_LUMO, eV: 1.08
Relative energy (zero: lowest compared OMol25 entry of this formula, charge and spin), kcal/mol: 113.7

Structure (ORCA input):
```
! wB97M-V def2-TZVPD RIJCOSX def2/J DEFGRID3
* xyz 0 1
C 1.08450 1.51278 0.93316
C 1.30908 0.32567 1.44638
O 0.57782 -0.70678 0.68048
C -0.14985 -0.05324 -0.36561
C -1.52686 -0.56282 -0.40444
C -0.50361 -1.05132 -1.51168
O 0.53928 1.24254 -0.39295
H 1.62665 2.32868 1.12050
H 1.68578 0.18354 2.43467
H -2.07012 0.32061 -0.70344
H -2.11869 -1.16513 0.44371
H 0.23641 -1.97204 -1.22948
H -0.69038 -0.40249 -2.45130
*
```


Entry 4:
This record from the OMol25 dataset describes the molecule C5H6O2. The level of theory is ωB97M-V/def2-TZVPD.

Orbital gap, eV: 8.95
SMILES: C=C=C(C)OC=O
HOMO level, eV: -8.395
E_LUMO, eV: 0.55
Relative energy (zero: lowest compared OMol25 entry of this formula, charge and spin), kcal/mol: 83.4

Structure (ORCA input):
```
! wB97M-V def2-TZVPD RIJCOSX def2/J DEFGRID3
* xyz 0 1
C 0.04037 -2.15468 0.25702
C 0.34607 -0.92708 0.54708
C 0.14398 0.36984 0.38505
C 0.50716 1.42980 1.36449
O 0.03572 0.87073 -0.94746
C -0.71034 0.22044 -1.83597
O -1.39721 -0.76541 -1.65967
H -0.91371 -1.78351 -0.46546
H 0.72731 -3.02648 0.33500
H 0.46514 1.01902 2.37762
H -0.11847 2.32007 1.29780
H 1.54756 1.72519 1.16388
H -0.67359 0.70207 -2.81938
*
```


Entry 5:
This record from the OMol25 dataset describes a cluster of 2 separate species, C5H6O2 in total. The level of theory is ωB97M-V/def2-TZVPD.

Orbital gap, eV: 9.39
HOMO level, eV: -8.582
E_LUMO, eV: 0.81
Relative energy (zero: lowest compared OMol25 entry of this formula, charge and spin), kcal/mol: 130.5

Structure (ORCA input):
```
! wB97M-V def2-TZVPD RIJCOSX def2/J DEFGRID3
* xyz 0 1
C 1.65800 0.33374 0.19687
C 0.16392 0.07091 0.09456
C -0.93378 0.91403 -0.05602
C -2.10870 0.01356 -0.04190
C -1.63925 -1.22042 0.04181
H 2.19223 -1.21485 -0.91454
H 1.68654 1.27454 -0.44077
H 2.27593 1.14839 1.23457
H -0.56863 1.88274 -0.42334
H -3.02168 0.74687 -0.00564
H -1.88239 -1.99190 0.25722
O 2.40453 -0.77970 -0.10389
O -0.22674 -1.17790 0.16106
*
```


Entry 6:
This record from the OMol25 dataset describes the molecule C5H6O2. The level of theory is ωB97M-V/def2-TZVPD.

Orbital gap, eV: 8.75
SMILES: OC1=CO[C@H]2C[C@@H]12
HOMO level, eV: -7.927
E_LUMO, eV: 0.82
Relative energy (zero: lowest compared OMol25 entry of this formula, charge and spin), kcal/mol: 47.5

Structure (ORCA input):
```
! wB97M-V def2-TZVPD RIJCOSX def2/J DEFGRID3
* xyz 0 1
O 1.49077 1.79459 0.50606
C 0.82176 0.66786 0.13121
C 1.33132 -0.54636 -0.09648
O 0.44182 -1.41439 -0.69390
C -0.79921 -0.75190 -0.71595
C -1.40362 -0.42678 0.60260
C -0.63510 0.64899 -0.14441
H 2.41278 1.65495 0.25498
H 2.30567 -0.94778 0.14884
H -1.39637 -0.99010 -1.58956
H -0.92935 -0.86409 1.47698
H -2.48587 -0.35240 0.63725
H -1.15458 1.52742 -0.51761
*
```


Entry 7:
This record from the OMol25 dataset describes the molecule C5H6O2. The level of theory is ωB97M-V/def2-TZVPD.

Orbital gap (alpha / beta), eV: 7.94 / 7.94
HOMO level (alpha / beta), eV: -7.919 / -7.920
E_LUMO (alpha / beta), eV: 0.02 / 0.02
Relative energy (zero: lowest compared OMol25 entry of this formula, charge and spin), kcal/mol: 132.0

Structure (ORCA input):
```
! wB97M-V def2-TZVPD RIJCOSX def2/J DEFGRID3
* xyz 0 1
C 1.59921 0.52148 0.27148
C -0.57398 -0.86398 1.11828
C 0.47724 0.97006 -0.16102
C -1.07278 -2.18585 0.84551
C 0.32841 2.17491 -1.07659
O 2.36419 -0.32300 0.55560
O -0.46196 -0.04750 0.06406
H -0.70985 -2.68707 -0.14902
H -2.13196 -2.11082 0.95633
H -0.73456 -2.89711 1.64693
H -0.45440 2.21527 -1.78838
H 1.21020 2.10706 -1.68302
H 0.16023 3.12655 -0.60018
*
```


Entry 8:
This record from the OMol25 dataset describes a structure of composition C5H6O2. The level of theory is ωB97M-V/def2-TZVPD.

Orbital gap, eV: 9.86
HOMO level, eV: -9.006
E_LUMO, eV: 0.85
Relative energy (zero: lowest compared OMol25 entry of this formula, charge and spin), kcal/mol: 47.1

Structure (ORCA input):
```
! wB97M-V def2-TZVPD RIJCOSX def2/J DEFGRID3
* xyz 0 1
O -0.59339 -1.13480 0.85752
C -1.26760 -0.74345 -0.35378
C -0.10266 0.18536 -0.71945
C -0.36618 1.66220 -0.51094
O -1.46144 2.12874 -0.31977
C 0.53990 -0.47687 0.47987
C 1.68881 -0.62062 1.12032
H 1.56453 -1.28357 1.95745
H -1.37641 -1.60299 -1.01927
H -2.21468 -0.25694 -0.12986
H 0.41384 0.01927 -1.66884
H 0.53915 2.30328 -0.53152
H 2.63613 -0.17960 0.83827
*
```


Entry 9:
This record from the OMol25 dataset describes the molecule C5H6O2. The level of theory is ωB97M-V/def2-TZVPD.

Orbital gap (alpha / beta), eV: 6.79 / 7.29
SMILES: C#CC(=O)[C@@H](C)O
HOMO level (alpha / beta), eV: -10.052 / -10.330
E_LUMO (alpha / beta), eV: -3.26 / -3.04
Relative energy (zero: lowest compared OMol25 entry of this formula, charge and spin), kcal/mol: 231.1

Structure (ORCA input):
```
! wB97M-V def2-TZVPD RIJCOSX def2/J DEFGRID3
* xyz 0 1
C -1.46713 -1.53324 -1.66039
C -0.84091 -1.38837 -0.22970
C 0.18815 -0.55865 -0.63783
O 1.19897 -0.75533 -1.79089
C 0.31564 0.76722 0.05568
C -0.04501 0.60311 1.52319
O 1.63205 1.20063 -0.03687
H -2.26973 -2.25443 -1.65818
H -0.37392 1.44945 -0.46037
H 0.09976 1.57940 1.98904
H 0.60017 -0.13068 2.01402
H -1.09573 0.31917 1.64064
H 2.05767 0.70173 -0.74834
*
```


Entry 10:
This record from the OMol25 dataset describes the molecule C5H6O2. The level of theory is ωB97M-V/def2-TZVPD.

Orbital gap, eV: 10.58
SMILES: O=C[C@H]1O[C@H]2C[C@H]21
HOMO level, eV: -9.653
E_LUMO, eV: 0.93
Relative energy (zero: lowest compared OMol25 entry of this formula, charge and spin), kcal/mol: 87.5

Structure (ORCA input):
```
! wB97M-V def2-TZVPD RIJCOSX def2/J DEFGRID3
* xyz 0 1
O 1.29265 1.81213 -1.28008
C 1.66460 1.00344 -0.46492
C 0.86211 -0.26841 -0.22339
O 0.59832 -0.77457 1.09444
C -0.91379 -1.09544 0.54846
C -1.36049 0.30161 0.63338
C -0.59203 -0.20761 -0.59003
H 2.63467 1.12663 0.05640
H 1.36397 -1.07693 -0.77448
H -1.51903 -2.02532 0.57649
H -2.38887 0.64928 0.64286
H -0.68270 0.73417 1.35944
H -0.94299 -0.24645 -1.61117
*
```


Entry 11:
This record from the OMol25 dataset describes a structure of composition C5H6O2. The level of theory is ωB97M-V/def2-TZVPD.

Orbital gap, eV: 10.21
HOMO level, eV: -9.769
E_LUMO, eV: 0.44
Relative energy (zero: lowest compared OMol25 entry of this formula, charge and spin), kcal/mol: 41.4

Structure (ORCA input):
```
! wB97M-V def2-TZVPD RIJCOSX def2/J DEFGRID3
* xyz 0 1
O -2.99792 -0.48756 -0.02623
C -1.82560 -0.38401 0.19770
C -0.92445 0.67211 0.74542
C 0.16547 -0.01517 0.35052
C 1.57791 0.40393 0.10519
O 1.65296 0.77998 -1.26202
C -0.57874 -1.24363 -0.15265
H -1.07190 1.66046 1.16912
H 0.88791 1.34948 -1.42554
H 1.87321 1.22356 0.77602
H 2.28798 -0.41572 0.24145
H -0.45817 -1.49308 -1.21188
H -0.45675 -2.14272 0.45915
*
```


Entry 12:
This record from the OMol25 dataset describes a cluster of 2 separate species, C5H6O2 in total. The level of theory is ωB97M-V/def2-TZVPD.

Orbital gap, eV: 9.99
SMILES: C#CC#CCO.O
HOMO level, eV: -9.427
E_LUMO, eV: 0.57
Relative energy (zero: lowest compared OMol25 entry of this formula, charge and spin), kcal/mol: 101.2

Structure (ORCA input):
```
! wB97M-V def2-TZVPD RIJCOSX def2/J DEFGRID3
* xyz 0 1
C 0.14354 -3.65625 0.72524
C 0.27300 -2.59746 0.11108
C 0.12590 -1.26911 -0.42833
C 0.19316 -0.09418 -0.64641
C 0.14164 1.28572 -1.10015
O 0.62498 1.51832 -2.37719
H -0.13261 -4.63689 1.03904
H 0.57114 2.05936 -0.45560
H -0.92334 1.54734 -1.05483
H 1.60257 1.46715 -2.32877
O -0.97883 1.56058 1.77912
H -0.19127 1.02014 2.12849
H -1.44988 1.79529 2.60831
*
```


Entry 13:
This record from the OMol25 dataset describes the molecule C5H6O2. The level of theory is ωB97M-V/def2-TZVPD.

Orbital gap (alpha / beta), eV: 7.76 / 7.49
HOMO level (alpha / beta), eV: -6.870 / -6.927
E_LUMO (alpha / beta), eV: 0.89 / 0.56
Relative energy (zero: lowest compared OMol25 entry of this formula, charge and spin), kcal/mol: 105.0

Structure (ORCA input):
```
! wB97M-V def2-TZVPD RIJCOSX def2/J DEFGRID3
* xyz 0 1
C 1.77722 0.17851 0.36368
C 1.35313 -1.11797 -0.11418
C 0.98797 1.21954 0.01885
C -0.62573 -0.06711 -0.64059
C -2.03572 -0.07311 -0.07763
O 0.09758 -1.15111 -0.38165
O 0.00781 1.09350 -0.99590
H 2.43671 0.14209 1.22291
H 1.97283 -2.00699 -0.28003
H 1.17678 2.27626 0.48648
H -2.11902 0.09379 1.03899
H -2.29101 -1.14505 -0.16569
H -2.73855 0.55766 -0.47522
*
```


Entry 14:
This record from the OMol25 dataset describes a cluster of 2 separate species, C5H6O2 in total. The level of theory is ωB97M-V/def2-TZVPD.

Orbital gap (alpha / beta), eV: 7.18 / 8.53
HOMO level (alpha / beta), eV: -8.110 / -9.366
E_LUMO (alpha / beta), eV: -0.93 / -0.84
Relative energy (zero: lowest compared OMol25 entry of this formula, charge and spin), kcal/mol: 140.7

Structure (ORCA input):
```
! wB97M-V def2-TZVPD RIJCOSX def2/J DEFGRID3
* xyz 0 1
C 1.30800 0.54043 -0.09266
C 2.57697 0.38006 -0.09824
C 3.76877 -0.15192 -0.05723
C 0.59531 1.83092 -0.20284
C -0.94523 -1.77634 0.37381
O 4.82121 -0.60827 -0.17731
O -0.56535 -0.49827 0.22932
H 0.78561 2.39619 0.83745
H -0.46948 1.81038 -0.50089
H 1.12573 2.51562 -0.95286
H -0.05323 -2.37797 0.30712
H -1.59160 -2.02540 -0.50275
H -1.52304 -1.91955 1.29729
*
```


Entry 15:
This record from the OMol25 dataset describes the molecule C5H6O2. The level of theory is ωB97M-V/def2-TZVPD.

Orbital gap, eV: 10.53
SMILES: C#CC(=O)[C@@H](C)O
HOMO level, eV: -10.579
E_LUMO, eV: -0.05
Relative energy (zero: lowest compared OMol25 entry of this formula, charge and spin), kcal/mol: 48.9

Structure (ORCA input):
```
! wB97M-V def2-TZVPD RIJCOSX def2/J DEFGRID3
* xyz 0 1
C 2.70982 0.56432 0.26581
C 1.73524 -0.07115 -0.04795
C 0.54692 -0.82285 -0.42319
O 0.58868 -1.72277 -1.23905
C -0.76520 -0.46042 0.26333
C -1.08334 1.02696 0.13959
O -1.79758 -1.22698 -0.28464
H 3.58049 1.12305 0.53495
H -0.62379 -0.70715 1.33171
H -2.02547 1.23299 0.65411
H -1.20065 1.29953 -0.91384
H -0.29632 1.64187 0.58674
H -1.36881 -1.87740 -0.86755
*
```


Entry 16:
This record from the OMol25 dataset describes the molecule C5H6O2. The level of theory is ωB97M-V/def2-TZVPD.

Orbital gap (alpha / beta), eV: 7.97 / 7.97
HOMO level (alpha / beta), eV: -8.663 / -8.665
E_LUMO (alpha / beta), eV: -0.69 / -0.69
Relative energy (zero: lowest compared OMol25 entry of this formula, charge and spin), kcal/mol: 197.3

Structure (ORCA input):
```
! wB97M-V def2-TZVPD RIJCOSX def2/J DEFGRID3
* xyz 0 1
O -2.18404 0.14251 1.23143
C -0.54375 -0.71607 -1.15642
C 0.40242 0.47967 -1.15519
C 0.97450 0.73904 0.24536
C -0.08622 -0.04179 0.96576
O -0.97321 0.66556 1.52746
C -0.48992 -1.23647 0.21060
H -0.16607 1.32940 -1.55106
H 1.16489 0.28374 -1.91939
H 1.00166 1.79182 0.52776
H 1.96456 0.30345 0.37683
H -1.38568 -1.76941 0.49906
H 0.32085 -1.97144 0.19780
*
```


Entry 17:
This record from the OMol25 dataset describes the molecule C5H6O2S. The level of theory is ωB97M-V/def2-TZVPD.

Orbital gap, eV: 9.76
SMILES: O=C1CC(=O)[C@H](S)C1
HOMO level, eV: -9.463
E_LUMO, eV: 0.29
Relative energy (zero: lowest compared OMol25 entry of this formula, charge and spin), kcal/mol: 0.0

Structure (ORCA input):
```
! wB97M-V def2-TZVPD RIJCOSX def2/J DEFGRID3
* xyz 0 1
O -2.64824 -0.77600 -0.17359
C -1.50466 -0.38989 -0.11942
C -1.06987 1.07771 -0.12323
C 0.43898 1.05432 0.02270
O 1.19371 1.97865 -0.14640
C 0.86990 -0.37358 0.40885
S 2.50509 -0.82515 -0.22302
C -0.26294 -1.27531 -0.07648
H -1.53952 1.60776 0.68482
H -1.35940 1.61940 -1.07078
H 0.87375 -0.39155 1.53112
H 2.99417 0.43022 -0.18298
H -0.06043 -1.61137 -1.08984
H -0.43053 -2.12521 0.55825
*
```


Entry 18:
This record from the OMol25 dataset describes the molecule C5H6O3. The level of theory is ωB97M-V/def2-TZVPD.

Orbital gap, eV: 8.60
SMILES: C=C(C)C(=O)C(=O)O
HOMO level, eV: -9.030
E_LUMO, eV: -0.43
Relative energy (zero: lowest compared OMol25 entry of this formula, charge and spin), kcal/mol: 78.6

Structure (ORCA input):
```
! wB97M-V def2-TZVPD RIJCOSX def2/J DEFGRID3
* xyz 0 1
C -0.56507 1.09107 -1.13951
C -0.44484 0.23259 -0.12805
C -1.53642 -0.57211 0.48658
C 0.94016 0.52819 0.99588
O 1.15709 1.55376 1.52292
C 1.36049 -0.71025 0.32446
O 1.09517 -1.82483 0.77062
O 2.45790 -0.40020 -0.43818
H -1.54232 1.45525 -1.44576
H 0.29976 1.61115 -1.53791
H -1.36332 -1.63714 0.31599
H -1.59584 -0.40900 1.56682
H -2.51114 -0.30186 0.07123
H 2.24840 -0.61662 -1.36509
*
```


Entry 19:
This record from the OMol25 dataset describes the molecule C5H6O3. The level of theory is ωB97M-V/def2-TZVPD.

Orbital gap, eV: 10.58
SMILES: COC1=CC(=O)OC1
HOMO level, eV: -9.948
E_LUMO, eV: 0.63
Relative energy (zero: lowest compared OMol25 entry of this formula, charge and spin), kcal/mol: 60.9

Structure (ORCA input):
```
! wB97M-V def2-TZVPD RIJCOSX def2/J DEFGRID3
* xyz 0 1
C -2.40462 -0.25118 1.38698
O -1.99946 -0.30046 0.02483
C -0.63909 -0.11420 -0.15527
C 0.13473 0.89061 0.33757
C 1.52146 0.58853 -0.21570
O 2.44752 1.25507 -0.00226
O 1.45681 -0.62958 -0.83708
C 0.08541 -1.16279 -0.87545
H -2.06594 0.73596 1.84061
H -3.66592 -0.44454 1.58359
H -1.67675 -0.90157 2.16552
H 0.11157 1.80988 0.67890
H -0.01453 -2.24792 -0.67440
H -0.11475 -1.25784 -1.94684
*
```